# 1
ORCA calculation (ωB97M-V/def2-TZVPD) on a single C2H4BrNO2 molecule in a non-equilibrium geometry.

- Structure (SMILES): CON(Br)C=O
- E_LUMO: -0.4 eV
- HOMO level: -9.46 eV

Cartesian coordinates (Å):
C1 1.17921 -0.84406 -0.23311
O1 0.35603 -0.53866 0.85403
N1 -0.81825 -0.00967 0.43636
Br1 -2.24496 -1.19266 -0.18601
C2 -0.87482 1.47837 0.28041
O2 -1.72819 2.01385 -0.35572
H1 0.97693 -1.85774 -0.55068
H2 2.20410 -0.73710 0.05670
H3 0.90163 -0.21681 -1.00858
H4 0.04832 1.90449 0.70661

natural (NBO) atomic charge list, values in e, 8 entries:
1. C -0.258
2. O -0.343
3. N -0.277
4. Br 0.173
5. C 0.514
6. O -0.525
7. H 0.183
8. H 0.197


# 2
ORCA calculation (ωB97M-V/def2-TZVPD) on 2 unconnected molecules or ions with the total composition C4H12N4.

- Structure (SMILES): [H]/N=C/NC.N/C=C/N
- E_LUMO: 1.0 eV
- HOMO level: -8.86 eV

Cartesian coordinates (Å):
H1 1.58052 -1.81224 2.68373
N1 0.91162 -1.30406 2.12005
C1 0.89334 -0.06002 2.38858
N2 -0.01101 0.79496 1.84596
C2 0.33213 2.19812 1.68791
H2 1.57046 0.42611 3.09674
H3 -0.57535 0.38771 1.10491
H4 -0.56148 2.74882 1.40735
H5 0.67894 2.60605 2.63561
H6 1.09869 2.36482 0.92842
N3 -1.04611 -1.24573 -0.22306
C3 -0.67627 -1.33497 -1.60022
C4 -0.49991 -0.27499 -2.35464
N4 -0.14214 -0.41751 -3.73380
H7 -0.27224 -1.52338 0.38181
H8 -1.82662 -1.85610 -0.01939
H9 -0.52920 -2.32302 -2.02933
H10 -0.62614 0.72689 -1.95313
H11 0.63116 0.15975 -4.02414
H12 -0.93039 -0.26121 -4.34335

natural (NBO) atomic charge list, values in e, 8 entries:
1. H 0.349
2. N -0.765
3. C 0.302
4. N -0.625
5. C -0.410
6. H 0.141
7. H 0.420
8. H 0.208


# 3
ORCA calculation (ωB97M-V/def2-TZVPD) on a molecular structure, C15H20BN9O8P2Ti.

- Total charge: -1
- E_LUMO (alpha / beta): 2.7 / 2.4 eV
- Spin multiplicity: 4
- <S²>: 3.76
- HOMO level (alpha / beta): -4.71 / -6.68 eV

Cartesian coordinates (Å):
Ti1 0.77641 1.12400 0.24175
C1 -1.68374 2.80158 3.42253
C2 -0.55726 2.18986 2.86214
N1 -0.76444 1.93514 1.57842
N2 -2.00066 2.37532 1.27298
C3 -2.57578 2.89394 2.37628
B1 -2.75145 2.01279 -0.04263
N3 -1.85521 2.11161 -1.29046
C4 -2.29839 2.43381 -2.51765
C5 -1.29099 2.18935 -3.42626
C6 -0.24135 1.68870 -2.65125
N4 -0.59329 1.63873 -1.37415
N5 -3.32429 0.59448 0.06079
C7 -4.02002 0.06691 1.08953
C8 -4.32817 -1.23419 0.77205
C9 -3.76805 -1.40868 -0.50741
N6 -3.16762 -0.30821 -0.92663
N7 -3.88109 3.05206 -0.19009
C10 -3.71892 4.39526 -0.21444
C11 -4.93586 4.96288 -0.50484
C12 -5.79565 3.85751 -0.65634
N8 -5.15682 2.71442 -0.47084
H1 -1.82345 3.13548 4.43551
H2 0.38996 1.92049 3.30141
H3 -3.57510 3.29373 2.33816
H4 -3.30286 2.79766 -2.65756
H5 -1.31470 2.34658 -4.48999
H6 0.74556 1.35981 -2.93509
H7 -4.25317 0.65228 1.96340
H8 -4.87985 -1.94242 1.36640
H9 -3.77313 -2.28530 -1.13768
H10 -2.75395 4.83827 -0.02726
H11 -5.16808 6.01019 -0.59478
H12 -6.84946 3.84738 -0.88822
O1 3.99470 1.65704 1.90903
P1 3.32862 0.17456 2.00468
O2 3.85175 -0.56025 3.16545
O3 1.84209 0.43698 1.86653
O4 3.84145 -0.53443 0.64621
P2 3.45418 -0.25504 -0.93068
O5 1.74190 2.68141 0.08305
O6 4.05850 -1.32516 -1.76308
O7 1.92923 -0.07502 -0.98352
H13 4.86743 1.63286 2.31497
H14 2.52499 2.84068 0.62106
N9 -0.68534 -2.77019 1.22403
C13 -0.37219 -1.88250 0.26571
O8 -0.40850 -0.68044 0.52242
C14 0.01067 -2.43502 -1.08219
C15 -0.63744 -1.72383 -2.21301
H15 -0.83346 -2.42338 2.15735
H16 -0.60961 -3.75697 1.06446
H17 -0.19528 -3.51398 -1.10554
H18 1.10028 -2.32554 -1.15143
H19 -1.43613 -1.01788 -2.03652
H20 -0.21476 -1.83104 -3.20043

natural (NBO) atomic charge list, values in e, 8 entries:
1. Ti 1.555
2. C -0.351
3. C -0.004
4. N -0.307
5. N -0.329
6. C -0.022
7. B 0.936
8. N -0.332


# 4
ORCA calculation (ωB97M-V/def2-TZVPD) on a molecular structure, C35H46CrN6O3P2 in a non-equilibrium geometry.

- E_LUMO (alpha / beta): -1.3 / -1.3 eV
- Spin multiplicity: 5
- <S²>: 6.07
- HOMO level (alpha / beta): -8.42 / -8.42 eV

Cartesian coordinates (Å):
Cr1 2.19650 0.95346 0.94386
C1 0.07329 -0.47683 -3.88127
C2 1.34268 -0.34439 -3.49080
C3 2.18569 0.89888 -3.12195
C4 1.78371 2.04583 -2.18049
C5 1.05916 3.23447 -2.79175
C6 -0.01097 3.04146 -3.57055
C7 -0.19068 1.96578 -4.58046
C8 -0.89130 0.60197 -4.20388
C9 2.30060 0.82451 3.04547
H1 -0.36844 -1.47416 -3.85307
H2 1.85149 -1.26936 -3.15249
H3 2.71712 1.33407 -3.98455
H4 3.01336 0.43232 -2.54595
H5 1.12191 1.68150 -1.37704
H6 2.68861 2.45386 -1.66522
H7 1.16685 4.21459 -2.28865
H8 -0.82647 3.76598 -3.49387
H9 0.73523 1.72609 -5.14741
H10 -0.90370 2.41511 -5.29848
H11 -1.53333 0.69850 -3.31619
H12 -1.56935 0.32863 -5.04377
H13 2.06106 -0.26761 3.10596
H14 1.48287 1.33634 3.58403
H15 3.23984 1.01018 3.59342
P1 3.83863 4.61409 -1.51619
P2 5.25856 1.32854 -3.30863
N1 3.06614 5.98806 -2.35065
N2 5.22809 5.63669 -0.95104
N3 4.90087 1.54211 -5.05165
N4 6.88832 0.71825 -3.76905
C10 4.74028 4.08689 -3.04565
C11 5.82737 3.02866 -2.78760
C12 1.95277 6.66143 -1.82515
C13 1.71372 7.81200 -2.58397
C14 2.69806 7.86203 -3.62311
C15 3.48660 6.72099 -3.47059
C16 5.62947 5.63641 0.38436
C17 6.60640 6.60687 0.56662
C18 6.83473 7.22436 -0.70626
C19 6.00520 6.58639 -1.62666
C20 4.30948 0.64882 -5.95969
C21 4.19390 1.26626 -7.20353
C22 4.78678 2.55402 -7.08810
C23 5.19476 2.69845 -5.77747
C24 7.72681 0.87843 -4.88975
C25 9.00910 0.44527 -4.55840
C26 8.97223 0.02524 -3.18402
C27 7.68011 0.21749 -2.72691
H16 5.25317 4.93664 -3.52280
H17 3.96566 3.71357 -3.73801
H18 6.75596 3.28982 -3.32219
H19 6.09685 2.97865 -1.71571
H20 1.42616 6.25751 -0.97595
H21 0.92720 8.53691 -2.41284
H22 2.84956 8.64256 -4.36144
H23 4.30108 6.40563 -4.10046
H24 5.18272 4.93423 1.06748
H25 7.10054 6.84470 1.49552
H26 7.51225 8.04256 -0.91769
H27 5.92236 6.72217 -2.69494
H28 4.07049 -0.37227 -5.66844
H29 3.74540 0.85392 -8.09800
H30 4.91975 3.29295 -7.87573
H31 5.65147 3.53158 -5.28439
H32 7.34738 1.25994 -5.82280
H33 9.86712 0.42803 -5.21067
H34 9.79427 -0.35820 -2.59415
H35 7.22590 0.07461 -1.76151
C28 -2.96411 -3.53477 2.08082
C29 -1.70043 -2.66210 1.98893
C30 -1.52248 -1.84465 0.66463
C31 -1.87402 -2.75013 -0.57476
C32 -1.14827 -4.07939 -0.68957
C33 -2.55195 -0.71394 0.67950
O1 -3.74117 -0.86917 0.92984
N5 -2.11259 0.53528 0.30122
C34 -0.80926 1.03820 0.34084
O2 -0.62324 2.23550 0.12989
N6 0.18778 0.14070 0.62030
C35 -0.08584 -1.20228 0.50277
O3 0.88384 -1.94758 0.25381
H36 -3.86759 -2.92545 1.94910
H37 -3.00828 -4.01072 3.06921
H38 -2.96189 -4.33241 1.32864
H39 -1.71616 -1.93798 2.81945
H40 -0.80646 -3.28745 2.13313
H41 -2.96084 -2.91697 -0.56495
H42 -1.66971 -2.15514 -1.47696
H43 -1.42510 -4.80518 0.08688
H44 -1.39793 -4.52733 -1.66008
H45 -0.06961 -3.89377 -0.64704
H46 -2.83761 1.22641 0.15007

Löwdin atomic charge list, values in e, 8 entries:
1. Cr 0.912
2. C -0.135
3. C -0.081
4. C -0.243
5. C -0.231
6. C -0.109
7. C -0.102
8. C -0.177